Formula: C3H8INOS2
Source: OMol25
Level of theory: ωB97M-V with the def2-TZVPD basis set

## Properties
* energy relative to the best compared isomer or geometry (same formula, charge and spin): 4.2 kcal per mole
* gap between HOMO and LUMO: 8.49 eV
* total energy: -1342.99976 hartree

Last column: natural (NBO) charge in e.
Element x y z (Å)
I (3.0666, -1.9147, 2.0813)  0.165
S (1.7781, 0.3704, 0.6509)  1.410
S (-1.0300, -0.1687, 0.0793)  0.934
O (2.2440, 0.1534, -0.7308)  -0.997
N (0.2758, 1.0782, 0.6854)  -1.048
C (-2.4921, 0.6290, 0.1204)  -0.910
C (1.3020, -1.2276, 1.2492)  -0.850
C (-0.4971, 0.0114, -1.6449)  -0.814
H (-0.8836, -0.9166, -2.1537)  0.235
H (-0.5753, 0.9233, -2.1213)  0.235
H (0.2640, 1.9297, 0.2365)  0.382
H (-2.4256, 1.6676, -0.3223)  0.212
H (0.7612, -1.0739, 2.2085)  0.268
H (-3.2581, 0.3608, 0.8557)  0.237
H (0.8939, -1.8304, 0.4151)  0.265
H (0.5763, 0.0081, -1.6094)  0.278